Entry 1:
Below is C15H19N in the gas phase in a non-equilibrium geometry, with properties calculated with ωB97M-V/def2-TZVPD.

The geometry in XYZ format:
```
35
Properties=species:S:1:pos:R:3:forces:R:3:mulliken_charge:R:1
N 2.229047 -1.361035 0.090802 0.28 0.10 -0.44 -0.25
H -1.488183 3.344440 -0.119502 -0.07 -0.19 -0.51 0.32
H 0.356525 0.974733 2.088971 0.05 0.34 -0.30 0.37
C 0.565508 -2.786066 1.065257 0.51 -0.85 -0.23 -0.53
H -2.333451 2.976525 -1.655303 -0.16 -0.12 0.07 0.41
C 0.108347 0.928454 -0.082614 0.55 -0.42 -0.68 1.62
C 3.151087 -2.316338 0.278306 -0.39 0.63 -0.39 -0.32
C 0.943554 -1.582544 0.403089 1.14 -1.83 1.00 0.32
H -1.077149 -0.388719 -2.361314 0.02 0.20 0.07 0.32
C 1.533475 -3.805230 1.233970 -0.74 1.49 -0.04 -0.57
C -1.437239 -0.823247 0.179629 3.01 1.25 0.39 -1.57
H -1.902022 -1.748937 0.457425 -0.23 -0.25 -0.08 0.40
C 2.829340 -3.535567 0.818920 0.42 -0.83 0.04 -0.36
H -3.228449 0.514184 -0.005998 1.11 0.11 -0.07 0.43
C -0.052326 -0.595710 0.112858 -3.99 0.69 -0.25 0.44
C -1.241367 0.691372 -2.307249 -0.99 -0.27 -0.06 -1.76
H 1.447172 2.496603 -0.868798 -0.40 -0.01 -0.07 0.44
H -0.083063 2.565637 1.390023 0.21 -0.53 -0.14 0.39
C -1.435955 2.784530 -1.073599 0.69 -0.17 1.03 -1.60
C -1.186318 1.265184 -0.858490 -0.90 0.57 -1.28 1.17
C -2.118428 0.541283 0.178498 -0.81 -0.88 -1.39 0.21
C -0.237054 1.471765 1.305115 0.29 0.70 1.31 -1.10
H 4.184001 -2.123164 -0.073188 -0.76 0.11 0.33 0.35
H 1.330562 -4.749624 1.721306 -0.30 0.05 -0.07 0.41
H -0.480664 -2.936355 1.378812 0.79 0.06 -0.11 0.25
H 1.666297 0.908760 -1.641256 -0.06 0.09 0.42 0.36
H -2.326155 2.060590 1.724479 0.10 -0.07 0.05 0.37
H -1.880939 0.429331 2.339363 -0.06 0.61 -0.44 0.42
H -0.586415 3.183584 -1.646062 -0.24 0.01 0.14 0.36
C -1.734281 1.164944 1.517251 0.06 -0.30 0.47 -0.92
H 2.219398 1.254995 0.009143 0.65 -0.41 0.30 0.43
H -0.544186 1.172148 -2.986965 0.47 0.15 0.22 0.42
H -2.225075 0.900860 -2.806095 0.55 -0.22 0.74 0.41
C 1.431517 1.416683 -0.693597 -0.68 0.17 -0.17 -2.01
H 3.602891 -4.294067 0.886810 -0.09 0.03 0.14 0.35
```
Positions in Å, forces in eV/Å.

Values from the calculation:
- Calculated total energy: -637.6981 a.u.
- Relative energy (zero: lowest compared OMol25 entry of this formula, charge and spin): 0.000 eV

Entry 2:
Below is a molecular structure, C32H51EuN4OP2S in a non-equilibrium geometry, with properties calculated with ωB97M-V/def2-TZVPD.

The geometry in XYZ format:
```
92
Properties=species:S:1:pos:R:3:forces:R:3:mulliken_spin:R:1
H -2.086584 -3.851976 3.818868 0.30 0.03 0.05 0.00
H -2.485562 1.487067 3.936549 0.17 -0.08 -0.21 0.00
H -0.337946 4.786261 -1.846261 -0.02 -0.05 -0.27 0.00
C -3.236224 -1.789139 -2.319435 -0.15 -0.05 0.89 0.00
C 3.955963 -3.806390 -1.408302 -0.31 -0.01 0.00 0.00
H -0.858229 -3.249872 4.975898 -0.07 -0.15 -0.25 0.00
C 3.188279 -2.812409 -0.798725 0.32 -0.04 0.11 0.00
H 3.632615 3.625434 -2.526413 -0.19 0.02 0.14 0.00
H -4.089749 -2.227997 -2.831317 0.15 -0.01 0.14 0.00
H -0.900299 1.597380 3.186873 -0.23 -0.25 0.02 -0.01
H 0.767624 -0.358224 -2.960190 -0.34 0.16 0.07 0.00
H 2.691048 3.227436 -1.065180 -0.02 0.01 -0.23 0.00
H 3.934763 -5.735962 -2.393962 -0.22 0.30 0.13 0.00
N 1.191221 -0.828229 0.514269 0.25 -4.77 -2.30 -0.02
H -1.966143 1.663778 -4.403705 0.13 0.24 0.04 0.00
H -0.712829 -4.866161 4.268641 -0.05 0.24 0.00 0.00
H -1.449539 5.107549 -3.194706 0.21 -0.08 0.12 0.00
N -1.211692 -0.419122 -0.995051 0.16 -0.28 0.55 -0.04
Eu -0.125692 1.152642 0.736388 -0.77 -0.40 -0.31 7.00
C -0.118816 0.291803 -3.051114 -0.23 -0.40 0.21 0.00
P 0.304856 1.888414 -2.227842 -0.04 -0.24 0.06 0.01
H 3.007680 2.688699 -4.767812 -0.23 -0.02 -0.06 0.00
H -3.387473 -0.441251 4.857808 -0.08 -0.21 -0.11 0.00
C -1.816774 0.972301 3.228194 0.04 -0.12 0.07 0.04
N -0.905414 5.474133 2.779548 0.16 -0.14 -0.18 0.00
C 1.316216 -3.306576 3.204031 -0.08 -0.23 0.12 0.00
C -2.294280 2.831966 -2.001694 0.02 -0.03 -0.05 0.01
P -0.600021 -1.490209 2.377175 0.03 1.29 0.56 0.01
C 1.974397 2.537547 -4.417684 0.54 0.07 -0.14 0.00
H -2.742021 -2.073157 4.638740 0.01 0.37 -0.19 0.00
H -3.108990 3.457582 -2.397168 0.15 -0.13 0.14 0.00
H -3.527597 -1.236369 3.273915 0.19 0.04 0.14 0.00
H 1.645913 -4.331727 3.428829 0.01 0.21 0.00 0.00
H -2.345230 0.976539 2.253969 0.09 -0.11 0.28 0.00
H 1.415081 3.450610 -4.657432 0.15 -0.29 0.10 0.00
C -1.014423 -3.827254 4.056087 0.15 -0.34 0.08 0.00
H -0.612711 2.641621 -5.046314 -0.25 -0.02 0.18 0.00
H 2.032154 4.352237 -2.272635 0.13 -0.24 0.04 0.00
H 2.833987 0.598118 -1.660666 -0.01 0.09 -0.18 0.00
H -0.313779 0.406009 -4.126212 0.03 -0.03 0.36 0.00
C -0.607157 4.479052 -2.865889 -0.24 0.08 -0.07 0.00
C -0.035567 4.516272 2.427572 -0.08 0.15 0.16 0.00
C 2.925019 1.000514 -2.681045 -0.07 0.12 -0.08 0.00
H -2.649606 1.792289 -1.987968 0.09 0.23 -0.01 0.00
C -3.100058 -1.895220 -0.949705 -0.48 -0.26 -0.85 0.00
C -1.965294 -1.339311 -0.294229 0.44 0.12 0.83 0.00
H -1.075378 0.212450 5.771373 0.16 -0.12 -0.09 0.00
C 1.161624 -4.009439 -1.386358 0.24 0.11 0.25 0.00
H -2.485142 -2.456924 1.383094 0.25 0.13 -0.39 0.00
C 1.792335 -2.936121 -0.729822 -0.33 -0.93 -0.74 0.01
H 1.532938 -2.674962 4.076820 -0.05 -0.13 -0.20 0.00
C -1.463894 2.638349 -4.353970 -0.20 0.25 -0.08 0.00
C 3.335188 -4.934112 -1.956834 -0.15 0.28 0.13 0.00
H -0.069870 -5.263725 1.927728 -0.03 0.22 0.08 0.00
N 0.705184 3.975787 3.423867 0.23 0.13 -0.16 0.00
C 2.619554 3.434954 -2.142383 0.07 -0.06 -0.17 0.00
C 1.938817 -5.017965 -1.959102 -0.02 0.22 -0.04 0.00
H -3.814132 -2.447229 -0.340901 0.10 0.07 -0.26 0.00
C -1.273957 -0.418194 -2.339210 -0.19 -0.33 -0.63 0.00
H -1.479901 5.880762 2.054238 0.14 -0.06 0.19 0.00
H -0.993898 5.821482 3.725347 0.02 -0.10 -0.20 0.00
C -0.443358 -4.257654 1.682729 0.11 -0.03 -0.01 0.00
H -0.317095 -1.345855 5.369053 -0.14 0.32 -0.13 0.00
H 0.080964 -3.916796 0.786919 -0.27 -0.25 0.33 0.00
C -1.541163 -0.448788 3.760458 0.16 -1.48 -0.37 -0.02
H 5.038986 -3.698755 -1.448779 -0.27 -0.04 0.04 0.00
H -1.508597 -4.344148 1.441390 0.29 0.02 0.06 0.00
C -0.587403 -0.359438 4.966673 -0.20 0.13 -0.02 0.00
C -1.664383 -1.811863 1.023060 -1.74 0.58 -0.32 -0.01
C 1.099147 -1.918825 0.024498 2.40 4.62 0.81 0.00
H 0.233364 4.684398 -3.541878 -0.24 -0.06 0.22 0.00
O 3.428979 1.391962 2.588029 -3.10 0.30 -1.25 0.00
H 3.669453 -1.934222 -0.359265 -0.17 -0.37 -0.09 0.00
H -2.093391 3.156888 -0.968273 -0.02 -0.04 -0.28 0.00
H 1.468257 3.347589 3.175746 -0.52 0.56 0.10 0.00
C 2.028724 2.238162 -2.914850 -0.53 0.25 -0.15 -0.01
H 3.974082 1.294124 -2.840457 -0.26 -0.06 0.07 0.00
C -2.870401 -1.103393 4.143977 -0.25 0.39 0.42 0.00
H 1.908474 -2.935024 2.358033 -0.10 -0.08 0.19 0.00
H 2.702661 0.198151 -3.396980 0.06 0.18 0.23 0.00
C -1.064693 3.012182 -2.917352 0.51 -0.08 -0.13 -0.01
H -2.183965 3.390119 -4.712147 0.14 -0.18 0.03 0.00
H -2.235395 -1.072248 -4.136927 -0.14 -0.07 0.27 0.00
H 0.073038 -4.035880 -1.427141 0.25 -0.15 0.09 0.00
C -0.186454 -3.317949 2.869363 -0.16 0.55 0.45 0.00
H 1.449425 -5.877623 -2.412953 0.09 0.23 0.06 0.00
H 0.347951 0.156211 4.700028 -0.20 -0.12 0.01 0.00
S 0.088763 4.033314 0.793421 0.08 0.35 0.64 0.01
H 1.556645 1.697594 -4.989639 0.06 0.21 0.16 0.00
H 0.794695 4.476755 4.304173 -0.05 -0.31 -0.25 0.00
C 2.366897 1.485725 2.159006 3.27 -0.56 1.22 0.02
C -2.254795 -1.106524 -3.048499 0.94 0.73 -0.20 0.00
```
Positions in Å, forces in eV/Å.

Values from the calculation:
- Multiplicity: 8
- Total charge: +1
- Calculated total energy: -3335.2257 a.u.
- ⟨S²⟩: 15.7608
- Relative energy (zero: lowest compared OMol25 entry of this formula, charge and spin): 0.000 eV

Entry 3:
Below is a molecular structure, C40H30Br2I2N6O5STl, with properties calculated with ωB97M-V/def2-TZVPD.

The geometry in XYZ format:
```
87
Properties=species:S:1:pos:R:3:forces:R:3:mulliken_charge:R:1
O 1.331372 -1.960496 0.199538 -0.07 -0.30 -0.07 -0.37
O 4.427873 1.211339 0.055034 0.15 -0.04 0.04 -0.80
H 3.823001 3.888316 -0.699425 0.01 -0.05 -0.24 0.59
C 3.117838 2.932170 -4.369228 -0.02 0.00 -0.06 -0.76
C 1.641339 2.325951 0.743490 0.13 -0.08 -0.08 0.04
C 0.309692 -0.082956 -3.036806 -0.11 -0.01 -0.03 -0.48
H -0.666527 -2.858045 -2.935590 0.05 -0.07 -0.07 0.38
H 4.150352 -6.754261 1.309685 -0.02 0.00 0.00 0.39
H 0.521061 5.312328 2.777867 0.01 -0.03 -0.03 0.41
H -2.583189 -2.135204 1.743290 0.01 0.06 -0.05 0.52
H 5.492488 -6.164668 -0.680538 -0.03 0.00 0.01 0.36
C -3.120415 -3.328575 -1.810811 -0.01 -0.07 -0.06 -1.13
C 2.736450 -5.175173 1.015929 -0.04 0.07 -0.14 0.05
C -0.487061 -0.467219 2.427197 -0.16 -0.02 -0.18 0.30
N -0.111830 -1.045824 -2.014523 0.08 0.06 0.17 0.86
H -4.835440 0.275971 5.483511 0.07 -0.02 -0.07 0.38
H 3.109084 0.909277 -3.664506 -0.11 0.01 0.04 0.50
C 0.044726 3.329620 2.046412 -0.04 -0.08 0.07 -0.14
C 3.862577 -5.919205 0.685561 0.01 0.03 -0.05 -0.57
H 2.592659 5.019316 -5.804878 -0.06 -0.02 -0.04 0.22
H -0.819580 0.351676 -5.456213 -0.02 0.05 0.07 0.43
O 3.168684 -0.211723 -1.543091 0.02 -0.07 -0.01 -0.55
C 3.147154 -3.731589 -0.838370 0.08 -0.02 -0.02 -0.13
H 3.704361 5.649221 -2.439456 -0.02 -0.04 0.00 0.30
C -1.197443 1.033688 -4.699132 0.03 -0.02 0.02 -0.20
C 2.074753 4.395397 1.580989 0.00 -0.06 0.00 -0.26
N 0.437142 2.282186 1.352266 0.05 0.17 -0.14 0.38
I -2.739624 2.207790 -7.038668 0.03 -0.01 0.08 -0.02
H -0.571624 -1.570233 6.164096 0.00 0.02 -0.03 0.33
Br -2.957357 1.152916 0.996006 -0.07 0.07 0.09 -0.10
C -2.098071 2.805586 -2.794431 0.09 -0.08 0.20 -0.45
H 1.146585 0.446107 -2.608221 0.27 0.13 0.04 -1.04
H 1.465917 -1.902228 4.810426 -0.03 0.00 -0.04 0.47
I -2.676727 4.229734 -1.372574 0.01 -0.09 -0.05 -0.05
C -3.983733 -3.785679 -0.837704 0.00 -0.01 0.01 -0.44
N 2.490672 3.361700 0.860618 -0.25 -0.15 0.27 -0.50
C -0.533196 -1.252662 5.127375 -0.07 0.00 0.04 -1.08
C -1.216477 1.771935 -2.361373 -0.01 0.07 -0.03 -0.49
H 1.477182 -1.272659 2.426972 -0.03 0.03 0.06 0.50
C 3.605106 3.631387 -1.727239 0.18 0.02 -0.09 -0.14
C -2.089909 2.035480 -5.051542 -0.08 0.07 -0.08 -0.59
N 3.151663 5.267338 -5.006729 0.19 -0.05 -0.02 -0.61
H 2.902733 -2.827774 -1.382460 -0.01 -0.01 0.03 0.25
O 0.114621 -3.680349 1.011635 0.11 0.03 -0.09 -0.57
C 3.182375 1.953783 -3.393395 -0.01 0.00 0.10 -0.16
C -3.802729 -3.354423 0.471014 -0.01 -0.02 -0.01 -1.15
H -0.942889 3.262308 2.497304 0.04 -0.01 -0.02 0.42
H 0.656409 -0.595136 -3.943436 0.03 -0.03 0.00 0.79
N 1.901379 1.216627 -0.016247 -0.12 0.28 0.13 -0.14
Br 1.827505 -5.723188 2.594905 -0.07 0.09 -0.03 -0.20
H 2.954261 2.654399 -5.406668 0.01 0.02 0.08 0.30
C 4.614708 -5.581250 -0.428238 0.01 -0.01 0.02 -0.43
C 0.585858 -1.439931 4.378786 0.06 0.01 -0.03 -1.10
C -3.956758 0.597838 3.532313 -0.04 -0.04 0.08 -0.84
C -2.780213 -2.465138 0.730847 0.05 0.01 -0.01 -0.30
C -0.753997 0.906826 -3.393121 -0.11 -0.01 -0.01 0.31
H 2.773845 5.225082 1.661143 -0.01 -0.02 -0.01 0.41
H 0.705456 -1.549040 -1.673216 0.03 -0.10 -0.05 -0.35
C 0.595365 -1.057848 3.020285 0.03 -0.06 0.01 -0.42
H -4.776866 -4.479962 -1.088569 0.02 0.02 0.01 0.38
H -2.814132 -0.814200 6.394290 0.01 0.03 -0.09 0.35
C 3.248667 4.277713 -4.027973 -0.03 -0.04 0.02 1.07
C -3.954558 0.136442 4.865158 -0.06 0.04 0.00 -0.67
H 4.853759 -4.193826 -2.050479 -0.03 0.01 0.04 0.40
C -1.682279 -0.643846 4.566595 0.01 0.04 -0.09 1.00
H -1.687342 -1.473789 -3.287584 -0.06 0.07 -0.11 0.52
H -4.432917 -3.706906 1.276657 0.02 0.01 -0.02 0.47
C -2.114824 -2.434127 -1.452133 0.12 0.07 0.03 0.65
C -1.127213 -1.968958 -2.495748 -0.06 0.07 0.11 -1.16
C -2.853656 0.432441 2.745369 0.08 -0.06 -0.05 1.33
H -3.205208 3.748204 -4.369369 0.01 -0.03 0.01 0.39
O -0.820671 1.672377 -1.138186 -0.17 0.01 -0.07 0.36
C 3.538189 4.609380 -2.703375 0.00 -0.01 -0.05 -0.89
Tl -0.121614 -0.057861 0.293348 -0.16 -0.15 -0.26 2.04
C 2.347217 -4.072948 0.253293 0.02 0.02 0.07 0.54
N -1.968521 -1.990833 -0.218055 -0.15 -0.02 0.13 0.59
H -3.205788 -3.657035 -2.840704 0.00 0.01 0.04 0.49
H -4.830166 1.090834 3.122665 0.06 -0.03 0.05 0.45
H 2.933067 6.184041 -4.659023 -0.06 0.08 0.04 0.22
C 1.127968 -3.186997 0.528385 0.12 0.16 0.21 0.21
C 0.840765 4.453853 2.204648 0.04 0.03 -0.02 -1.08
C -2.839199 -0.463138 5.366323 0.01 -0.01 0.03 -0.94
C 4.256314 -4.481512 -1.193269 0.00 0.01 -0.01 -0.97
C 3.373735 2.298491 -2.058670 -0.07 0.08 -0.10 -0.83
S 3.302960 1.028179 -0.816973 -0.10 0.06 0.14 1.23
C -1.661704 -0.214024 3.201859 0.06 0.04 0.09 -0.20
C -2.536239 2.941592 -4.100555 0.13 -0.12 0.06 -0.25
```
Positions in Å, forces in eV/Å.

Values from the calculation:
- Total charge: -1
- Calculated total energy: -8561.2387 a.u.
- Relative energy (zero: lowest compared OMol25 entry of this formula, charge and spin): 0.480 eV